Record 1
ORCA calculation (ωB97M-V with the def2-TZVPD basis set) on a gas-phase ion, C4H8N3S (charge +1).

LUMO level = -0.177 hartree
SMILES = CS[C@@H]1N=CNC=[NH+]1
Spin multiplicity = 1
Largest force on an atom = 3.88 eV/Å
Net charge = +1

CARTESIAN COORDINATES (ANGSTROEM)
C 0.379 1.621 0.024
C 0.849 -0.327 1.296
C -1.412 0.190 0.328
C -0.096 -0.990 -1.735
N -0.795 1.327 -0.265
N 1.248 0.852 0.849
N -0.463 -0.532 1.233
S -1.773 -0.969 -1.011
H 0.864 2.521 -0.322
H 1.473 -1.000 1.792
H -2.273 0.693 0.884
H 0.095 -0.366 -2.533
H -0.097 -2.004 -2.078
H 0.615 -0.816 -0.958
H 2.112 1.274 1.066
H -0.727 -1.474 1.429

---

Record 2
ORCA calculation (ωB97M-V with the def2-TZVPD basis set) on 2 unconnected molecules or ions with the total composition C2H2I2O.

LUMO level = -0.046 hartree
Spin multiplicity = 1
Largest force on an atom = 3.32 eV/Å

CARTESIAN COORDINATES (ANGSTROEM)
C 0.270 -0.697 1.420
C 0.029 1.242 -1.302
O 0.423 -0.997 0.271
I -2.013 1.472 -1.451
I 0.729 0.021 -2.867
H 0.886 -1.159 2.316
H -0.325 0.118 1.613

---

Record 3
ORCA calculation (ωB97M-V with the def2-TZVPD basis set) on C2H4N4 in the gas phase.

LUMO level = 0.032 hartree
SMILES = Cn1ncnn1
Spin multiplicity = 1
Largest force on an atom = 5.73 eV/Å

CARTESIAN COORDINATES (ANGSTROEM)
C -0.648 -1.254 1.449
C 0.828 0.572 -1.209
H 0.394 -1.495 1.975
H -1.164 -0.597 2.230
H -1.195 -2.279 1.246
H 1.366 0.909 -2.212
N -0.256 -0.410 0.214
N 0.670 -0.757 -0.637
N 0.057 1.435 -0.590
N -0.540 0.811 0.344

---

Record 4
ORCA calculation (ωB97M-V with the def2-TZVPD basis set) on a molecular structure, C14H42Li2N16O16.

LUMO level = -0.058 hartree
Spin multiplicity = 1
Largest force on an atom = 2.33 eV/Å

CARTESIAN COORDINATES (ANGSTROEM)
Li -2.839 -2.058 0.673
Li 1.061 5.363 -0.119
C 0.256 -0.157 -1.045
C -0.936 -0.603 -0.474
C -1.821 0.441 0.281
O -2.885 -0.006 0.788
C -1.299 1.737 0.464
C -0.052 2.149 -0.031
C 0.786 1.120 -0.806
O 1.917 1.307 -1.291
O 0.272 3.362 0.184
O -1.235 -1.823 -0.398
H 0.802 -0.790 -1.734
H -2.019 2.461 0.825
C -3.521 0.217 4.524
O -2.544 -0.508 4.564
N -3.984 0.986 3.485
N -4.461 0.251 5.559
H -3.514 1.086 2.601
H -4.898 1.374 3.606
H -4.225 -0.136 6.451
H -5.415 0.397 5.298
C -3.003 -5.038 -0.574
O -3.128 -3.826 -0.444
N -2.575 -5.837 0.480
N -3.217 -5.713 -1.736
H -1.896 -6.520 0.189
H -2.475 -5.334 1.341
H -3.391 -5.124 -2.531
H -3.357 -6.703 -1.725
C -0.365 -0.193 -5.771
O -1.475 -0.473 -6.233
N -0.044 -0.348 -4.428
N 0.626 0.417 -6.509
H -0.829 -0.645 -3.875
H 0.599 0.331 -4.057
H 1.536 0.502 -6.087
H 0.343 0.685 -7.431
C 1.602 0.918 3.598
O 2.129 0.662 4.658
N 1.919 2.029 2.827
N 0.591 0.164 3.030
H 2.786 2.498 3.027
H 1.515 2.190 1.918
H 0.179 -0.519 3.647
H 0.308 0.343 2.085
C 4.497 4.353 0.105
O 4.880 5.475 0.484
N 4.547 3.298 0.964
N 4.026 4.192 -1.173
H 4.720 3.527 1.923
H 4.321 2.381 0.633
H 3.906 5.064 -1.646
H 3.712 3.289 -1.494
C 3.197 -1.145 -4.510
O 3.157 -0.020 -5.031
N 2.829 -2.281 -5.201
N 3.286 -1.350 -3.145
H 2.575 -2.238 -6.169
H 2.816 -3.177 -4.755
H 3.558 -2.250 -2.796
H 3.239 -0.560 -2.532
C 3.642 -1.595 1.087
O 4.521 -2.214 1.679
N 3.903 -0.753 0.028
N 2.312 -1.709 1.416
H 3.130 -0.388 -0.507
H 4.832 -0.521 -0.267
H 1.625 -1.023 1.153
H 2.092 -2.274 2.216
C -0.288 4.894 3.381
O -0.955 5.898 3.594
N -0.881 3.669 3.228
N 1.094 4.917 3.307
H -0.338 2.827 3.278
H -1.879 3.659 3.311
H 1.578 4.028 3.343
H 1.561 5.657 3.804
O -1.525 -2.810 -3.105
H -2.398 -2.451 -3.298
H -1.302 -2.456 -2.227
O -5.063 0.007 -1.115
H -4.622 0.089 -1.966
H -4.420 0.333 -0.472
O 0.449 -4.317 -0.164
H 0.926 -4.141 0.653
H 0.134 -3.449 -0.456
O -4.809 -1.978 1.279
H -4.684 -1.023 1.363
H -5.723 -2.073 0.996